1.
This record from the OMol25 dataset describes one molecule with the formula C2H4N2O2 at a distorted geometry. The level of theory is wB97M-V/def2-TZVPD.

Results
SMILES: C1=NOCON1
Highest occupied orbital energy, eV: -8.12
Kohn-Sham gap, eV: 8.70
M, g mol⁻¹: 88.07
Largest force on an atom, eV Å⁻¹: 12.31
2S+1: 1
LUMO level, eV: 0.58
Energy above the lowest of the compared OMol25 structures with the same formula, charge and spin, eV: 7.4088
Net charge: 0

XYZ file:
```
10
Properties=species:S:1:pos:R:3:lowdin_charge:R:1
C -1.00469 -0.73211 -0.42291 -0.29
N -1.37401 -0.12766 0.72613 0.05
O -0.41613 0.78799 1.06218 -0.17
C 0.87411 0.80375 0.66816 -0.19
O 0.64710 0.75668 -0.78397 -0.04
N -0.05441 -0.40252 -1.10961 -0.01
H -1.78579 -1.46463 -0.40373 0.13
H 1.43052 -0.09242 1.13410 0.16
H 1.37146 1.68431 0.95687 0.12
H 0.31182 -1.21339 -1.82720 0.24
```

---

2.
This record from the OMol25 dataset describes C10H15F3O8P2SSn as an isolated structure at a distorted geometry. The level of theory is wB97M-V/def2-TZVPD.

Results
Highest occupied orbital energy, eV: -14.05
Kohn-Sham gap, eV: 3.52
M, g mol⁻¹: 532.94
Largest force on an atom, eV Å⁻¹: 2.63
2S+1: 1
LUMO level, eV: -10.53
Net charge: +2

XYZ file:
```
40
Properties=species:S:1:pos:R:3:lowdin_charge:R:1
C 3.85620 -1.96226 1.24104 0.05
C 2.44330 -1.44237 1.21999 -0.47
O 2.10650 -0.54751 1.94889 0.12
O 1.49827 -1.97552 0.34798 -0.01
C 1.43401 -1.28652 -0.87496 -0.13
C 0.43698 -0.11267 -0.85206 -0.44
P 0.97178 1.58945 -0.18997 1.00
C 2.81168 1.66745 -0.20146 -0.19
O 0.45576 1.71968 1.35032 -0.24
O 0.31369 0.24350 -2.30514 -0.17
S -0.96078 1.17364 -2.35734 0.65
O -0.70946 2.65808 -2.58084 -0.65
O -1.88662 0.82756 -3.36127 -0.19
O -1.66208 0.81165 -0.95456 -0.16
C -1.01248 -0.43344 -0.52704 -0.48
C -1.19003 -0.81824 0.97302 -0.13
C -2.56390 -0.43808 1.55668 -0.08
C -2.75303 1.02047 1.80034 -0.23
F -1.95734 1.68354 2.64434 0.10
C -3.72454 1.70964 1.20791 -0.32
F -4.74979 1.12738 0.62196 0.16
F -3.71443 3.02842 1.17533 0.16
P -1.70146 -1.94242 -1.43304 0.83
O -1.34879 -1.97384 -2.86192 -0.39
H 3.94879 -2.57493 2.13430 0.11
H 4.49787 -1.09757 1.36728 0.10
H 4.13011 -2.51787 0.35058 0.10
H 2.42217 -0.97219 -1.21176 0.13
H 1.06936 -1.99660 -1.61934 0.14
H 3.26583 0.95069 -0.87988 0.05
H 3.04228 2.65394 -0.60177 0.04
H 3.22033 1.63547 0.80659 0.06
H 1.06391 2.33634 1.78110 0.09
H -0.36849 -0.47706 1.59549 0.11
H -1.14222 -1.90606 0.99494 0.10
H -2.63707 -0.93845 2.52590 0.14
H -3.37749 -0.84440 0.96667 0.12
H -3.09733 -1.81791 -1.25214 0.06
H -1.18590 -3.09061 -0.79557 0.07
Sn -1.24560 4.32963 -3.75061 1.80
```